The following is a quantum chemistry calculation of C33H34AsCoGeN7S4 as an isolated structure at a distorted geometry, from the OMol25 dataset.

```
81
Properties=species:S:1:pos:R:3:lowdin_spin:R:1
Co -0.017 -1.008 0.100 0.03
C -0.323 -1.521 4.278 0.00
C -1.371 -0.670 4.557 0.00
C -1.890 0.120 3.540 0.00
C -1.358 0.002 2.274 0.00
N -0.351 -0.850 2.004 0.00
C 0.170 -1.577 2.983 0.00
C -1.815 0.802 1.114 0.00
C -2.901 1.658 1.120 0.00
C -3.165 2.382 -0.030 0.00
C -2.321 2.275 -1.124 0.00
C -1.239 1.405 -1.074 0.00
N -1.044 0.659 0.026 0.00
C -0.161 1.310 -2.130 0.00
C -0.179 2.396 -3.155 0.00
C 0.895 2.638 -3.911 0.00
C 2.155 1.924 -3.854 0.00
C 2.434 0.725 -3.311 0.00
N 1.599 -0.249 -2.810 0.00
H 0.123 -2.141 5.041 0.00
H -1.786 -0.613 5.555 0.00
H -2.699 0.808 3.738 0.00
H 0.993 -2.218 2.716 0.00
H -3.534 1.742 1.990 0.00
H -4.014 3.051 -0.067 0.00
H -2.503 2.868 -2.004 0.00
H -1.068 2.988 -3.319 0.00
H 0.845 3.460 -4.617 0.00
H 3.010 2.435 -4.279 0.00
H 3.473 0.416 -3.280 0.00
S -1.774 -5.463 -1.145 0.47
As -1.668 -4.391 0.672 0.30
S -2.152 -2.313 0.547 0.07
S 1.231 -2.837 0.136 0.04
S 0.450 -4.252 1.397 0.05
Ge 2.132 0.047 0.494 0.00
C 2.684 1.722 -0.374 0.00
C 3.932 1.748 -0.995 0.00
C 4.426 2.917 -1.559 0.00
C 3.674 4.080 -1.516 0.00
C 2.434 4.076 -0.893 0.00
C 1.951 2.908 -0.322 0.00
C 2.365 0.449 2.398 0.00
C 1.658 1.468 3.034 0.00
C 1.819 1.712 4.389 0.00
C 2.698 0.934 5.134 0.00
C 3.418 -0.074 4.514 0.00
C 3.254 -0.313 3.154 0.00
H 3.339 -0.865 0.167 0.00
H 4.532 0.846 -1.031 0.00
H 5.398 2.917 -2.035 0.00
H 4.054 4.990 -1.961 0.00
H 1.844 4.983 -0.850 0.00
H 0.981 2.928 0.166 0.00
H 0.965 2.083 2.469 0.00
H 1.262 2.508 4.867 0.00
H 2.825 1.122 6.192 0.00
H 4.111 -0.677 5.088 0.00
H 3.817 -1.108 2.680 0.00
C -1.914 -1.270 -2.262 0.00
N -2.299 -1.266 -3.651 0.00
C -1.706 -0.107 -4.298 0.00
N -0.251 -0.131 -4.209 0.00
C 0.170 -0.097 -2.811 0.00
N -0.408 -1.251 -2.046 0.00
C 0.056 -2.524 -2.738 0.01
N -0.325 -2.550 -4.141 0.00
C -1.778 -2.494 -4.254 0.00
C 0.218 -1.383 -4.826 0.00
H -2.274 -2.178 -1.792 0.00
H -2.377 -0.426 -1.760 0.00
H -2.090 0.801 -3.827 0.00
H -1.989 -0.090 -5.352 0.00
H 0.749 1.453 -1.546 0.00
H 1.979 -0.802 -2.054 0.00
H -0.415 -3.348 -2.209 0.01
H 1.130 -2.628 -2.642 0.00
H -2.217 -3.351 -3.742 0.00
H -2.055 -2.522 -5.310 0.00
H -0.123 -1.389 -5.862 0.00
H 1.302 -1.416 -4.812 0.00
```

Properties
- E_tot (eV) = -243526.2687
- spin multiplicity = 2
- ⟨S²⟩ = 0.76
- maximum force (eV/Å) = 1.08